1.
{"formula": "H20O10", "method": "ωB97M-V/def2-TZVPD", "symbols": ["O", "H", "H", "O", "H", "H", "O", "H", "H", "O", "H", "H", "O", "H", "H", "O", "H", "H", "O", "H", "H", "O", "H", "H", "O", "H", "H", "O", "H", "H"], "positions_angstrom": [[-2.097, -1.143, -1.772], [-1.511, -0.548, -1.305], [-2.803, -1.322, -1.150], [3.131, 2.337, 1.621], [3.043, 1.769, 2.386], [2.236, 2.455, 1.305], [1.818, 0.821, -2.422], [1.163, 0.837, -3.119], [1.342, 0.508, -1.653], [-2.099, -3.373, 1.152], [-2.777, -2.876, 1.609], [-1.281, -2.937, 1.390], [0.155, -0.152, -0.484], [0.287, 0.610, 0.081], [0.433, -0.897, 0.049], [-1.173, 0.492, 2.401], [-0.792, -0.205, 2.934], [-2.066, 0.197, 2.223], [0.059, 2.996, -1.787], [0.992, 2.812, -1.897], [-0.098, 2.885, -0.850], [0.453, -2.222, 1.587], [0.872, -1.848, 2.362], [1.039, -2.928, 1.314], [0.300, -2.089, -3.155], [0.065, -2.859, -3.672], [-0.534, -1.651, -2.982], [0.248, 2.724, 1.034], [-0.547, 2.197, 1.106], [0.143, 3.410, 1.693]], "nbo_charge": [-0.971, 0.493, 0.471, -0.943, 0.456, 0.481, -0.969, 0.472, 0.481, -0.947, 0.454, 0.481, -0.961, 0.479, 0.504, -0.951, 0.474, 0.480, -0.967, 0.485, 0.466, -0.961, 0.482, 0.500, -0.955, 0.463, 0.487, -0.974, 0.495, 0.496], "smiles": "O.O.O.O.O.O.O.O.O.O", "de_lowest_ev": 2.7291, "spin_multiplicity": 1, "molar_mass_g_mol": 180.15, "e_tot_ev": -20799.8835, "homo_lumo_gap_ev": 9.4, "e_lumo_ev": -0.75}

---

2.
{"formula": "C4H7NO", "method": "ωB97M-V/def2-TZVPD", "symbols": ["C", "N", "C", "C", "C", "O", "H", "H", "H", "H", "H", "H", "H"], "positions_angstrom": [[0.984, -1.500, 0.230], [0.427, -0.254, -0.242], [0.121, 0.907, 0.612], [-0.852, 1.384, -0.487], [-0.801, -0.099, -0.884], [-1.583, -0.900, -1.331], [0.456, -1.863, 1.122], [0.893, -2.248, -0.561], [2.046, -1.379, 0.476], [0.959, 1.523, 0.947], [-0.445, 0.601, 1.502], [-1.830, 1.758, -0.186], [-0.376, 2.071, -1.197]], "nbo_charge": [-0.421, -0.435, -0.208, -0.502, 0.694, -0.575, 0.187, 0.227, 0.205, 0.196, 0.175, 0.225, 0.234], "de_lowest_ev": 1.1999, "spin_multiplicity": 1, "molar_mass_g_mol": 85.11, "e_tot_ev": -7798.4445, "homo_lumo_gap_ev": 10.5, "e_lumo_ev": 0.95}

---

3.
{"formula": "C4H9N2O2", "method": "ωB97M-V/def2-TZVPD", "symbols": ["C", "N", "C", "O", "O", "C", "C", "N", "H", "H", "H", "H", "H", "H", "H", "H", "H"], "positions_angstrom": [[-0.402, -0.156, 0.640], [-0.668, -1.457, 0.127], [-0.654, -2.502, 1.040], [-0.801, -3.657, 0.528], [-0.303, -2.195, 2.218], [-0.243, 0.846, -0.489], [1.111, 0.568, -1.166], [-0.196, 2.335, -0.060], [-1.072, 0.337, 1.205], [0.610, 0.017, 1.230], [-1.396, -1.628, -0.557], [-0.856, 0.730, -1.373], [1.265, -0.465, -1.556], [1.275, 1.282, -1.963], [1.842, 0.481, -0.324], [0.020, 2.531, 0.939], [0.466, 2.934, -0.439]], "nbo_charge": [-0.187, -0.702, 0.849, -0.816, -0.810, -0.036, -0.633, -0.879, 0.164, 0.187, 0.381, 0.174, 0.227, 0.185, 0.200, 0.350, 0.346], "smiles": "C[C@H](N)CNC(=O)[O-]", "charge": -1, "de_lowest_ev": 1.6361, "spin_multiplicity": 1, "molar_mass_g_mol": 117.13, "e_tot_ev": -11369.5294, "homo_lumo_gap_ev": 7.5, "e_lumo_ev": 3.70}